Entry from the Open Molecules 2025 dataset: the molecule C18H21NO6 (ωB97M-V with the def2-TZVPD basis set).

Properties
Orbital gap (eV): 9.688
Max |F| (eV/Å): 4.15
Lowest unoccupied orbital energy (eV): 0.21
Charge: 0
Electronic energy (eV): -32781.1445
SMILES: CCOC(=O)/C=C1\CO[C@@H]2[C@@H](OC(=O)NCc3ccccc3)CO[C@H]12

Atoms and positions in Å:
C 1.13 -6.80 -5.50
C 2.15 -5.92 -4.80
O 1.49 -4.74 -4.36
C 2.06 -4.03 -3.36
O 3.20 -4.21 -2.97
C 1.27 -2.91 -2.89
C 1.61 -2.06 -1.84
C 2.83 -2.16 -0.95
O 2.67 -1.13 0.03
C 1.52 -0.33 -0.23
C 0.55 -0.35 0.91
O -0.07 0.98 1.01
C -0.75 1.24 2.15
O -0.87 0.45 3.09
N -1.35 2.46 2.17
C -2.22 2.89 3.25
C -2.21 4.41 3.33
C -3.03 5.15 2.51
C -3.10 6.55 2.61
C -2.38 7.24 3.58
C -1.60 6.52 4.51
C -1.52 5.12 4.34
C -0.52 -1.34 0.48
O -0.55 -1.35 -0.95
C 0.73 -0.91 -1.41
H 0.26 -6.95 -4.87
H 0.86 -6.27 -6.44
H 1.53 -7.79 -5.76
H 2.97 -5.67 -5.47
H 2.67 -6.46 -3.99
H 0.34 -2.67 -3.44
H 2.87 -3.14 -0.47
H 3.76 -2.05 -1.54
H 1.87 0.66 -0.44
H 1.06 -0.63 1.87
H -1.24 3.06 1.38
H -1.85 2.50 4.20
H -3.21 2.49 3.10
H -3.56 4.68 1.68
H -3.75 7.10 1.95
H -2.45 8.31 3.68
H -1.05 7.06 5.27
H -0.91 4.55 5.03
H -0.36 -2.31 0.90
H -1.52 -1.08 0.87
H 0.65 -0.14 -2.20

---

Entry from the Open Molecules 2025 dataset: the molecule C3H6N4S (ωB97M-V with the def2-TZVPD basis set).

Properties
Orbital gap (eV): 8.760
Max |F| (eV/Å): 3.04
Lowest unoccupied orbital energy (eV): 0.05
Charge: 0
Electronic energy (eV): -20001.8187
SMILES: NN1C=NNCC1=S

Atoms and positions in Å:
N 1.39 -1.73 -0.37
N 0.46 -0.75 -0.11
C -0.70 -1.09 0.64
N -1.76 -0.40 0.66
N -1.68 0.75 -0.10
C -0.40 1.41 0.14
C 0.69 0.61 -0.39
S 2.15 1.20 -0.90
H 1.31 -1.92 -1.38
H 2.39 -1.24 -0.25
H -0.69 -2.06 1.12
H -2.53 1.34 0.09
H -0.36 2.41 -0.33
H -0.25 1.46 1.20